--- 1 ---
16
Properties=species:S:1:pos:R:3:mulliken_charge:R:1 method="wB97M-V/def2-TZVPD" charge=+1 lumo_energy_ev=-3.15 e_homo_ev=-15.7971
H -0.65004 1.37618 0.67283 0.33
H -2.47204 1.46900 0.58712 0.35
O 0.98882 -0.52375 -0.18827 -0.54
H -2.42704 1.59713 -1.82690 0.38
H -0.38757 -0.22034 -0.64630 0.39
H 2.85356 -0.82487 2.16721 0.38
H -2.00891 -0.50846 -1.00561 0.36
O 1.93545 -0.81997 1.79075 -0.43
C -1.64095 0.79940 0.56030 -0.78
N -1.36256 0.22769 -0.72938 -0.13
H -1.30156 0.85949 -2.85644 0.34
H -0.69110 2.11078 -1.64590 0.33
C 1.74903 -1.19113 0.49958 0.20
C -1.35248 1.25367 -1.82759 -0.86
H 2.44143 -1.94750 0.10113 0.35
H -1.74662 0.07293 1.34495 0.31


--- 2 ---
16
Properties=species:S:1:pos:R:3:mulliken_charge:R:1 method="wB97M-V/def2-TZVPD" charge=+1 lumo_energy_ev=-5.56 e_homo_ev=-14.4700
C -1.58880 -0.18192 -0.79732 0.11
H -0.08621 1.15630 1.07026 0.11
H -1.21385 0.63503 2.52039 0.26
H 1.44223 -3.16744 0.37702 0.32
H -2.54077 -0.62362 -1.13988 0.35
H -0.49483 0.08401 -2.59923 0.29
H 0.22966 1.08960 -1.21569 0.23
H 2.63991 2.14064 0.99726 0.29
O 2.18710 1.71150 0.21191 -0.58
H 2.96077 1.63661 -0.26858 0.29
O 0.78770 -2.46763 0.11040 -0.64
H 0.93677 -2.02532 -0.76586 0.34
C -0.95675 0.66286 1.39514 0.05
N -1.57740 -0.14505 0.59000 0.00
H -2.16885 -0.90503 1.04253 0.34
C -0.55669 0.39945 -1.52835 -0.77


Pick 1: it beats the second-best structure by 0.0742 hartree.


--- 1 ---
8
Properties=species:S:1:pos:R:3:mulliken_charge:R:1 method="wB97M-V/def2-TZVPD" lumo_energy_ev=-0.34 e_homo_ev=-10.2821
I 0.55490 -1.19121 2.08145 0.09
F -0.06977 0.72371 -1.79178 -0.31
Cl 0.68447 1.82150 0.82286 -0.10
H 1.07625 -0.70937 -0.88056 0.34
C -0.15017 0.27991 0.62299 0.30
H -0.70256 -1.06299 -0.97715 0.32
F -1.46153 0.46800 0.86021 -0.19
C 0.06841 -0.32955 -0.73803 -0.45


--- 2 ---
8
Properties=species:S:1:pos:R:3:mulliken_charge:R:1 method="wB97M-V/def2-TZVPD" lumo_energy_ev="-2.53 / -2.55" e_homo_ev="-10.4493 / -10.3937"
I 2.42225 0.58544 0.50045 0.19
F -0.30510 -1.20764 -1.22271 -0.10
F -2.61907 -0.94313 0.25121 -0.60
C 0.39218 0.81399 -0.09890 -0.81
Cl 0.16761 -1.60018 1.21436 0.00
H -0.10593 1.53646 0.52561 0.37
C -0.26408 -0.58595 -0.06224 0.59
H 0.31214 1.40102 -1.10777 0.36


Pick 1: it beats the second-best structure by 0.1298 hartree.


--- 1 ---
11
Properties=species:S:1:pos:R:3:mulliken_charge:R:1 method="wB97M-V/def2-TZVPD" charge=+1 lumo_energy_ev=-4.87 e_homo_ev=-14.1665
N 0.37154 -0.92362 -1.84640 -0.39
N 1.04945 1.93982 0.26365 -0.33
N 1.19220 1.06903 -0.50878 0.14
C 0.38127 -0.15962 -0.78405 0.16
H -0.32827 -1.64806 -1.94716 0.23
H -0.37240 0.22685 2.32446 0.38
H -1.70108 1.04576 1.38496 0.36
N -0.70706 0.59466 1.31865 -0.49
H 0.97927 -0.74157 -2.59119 0.24
C -0.31229 -0.08136 0.28692 0.34
H 0.37709 1.85828 0.95291 0.36


--- 2 ---
11
Properties=species:S:1:pos:R:3:mulliken_charge:R:1 method="wB97M-V/def2-TZVPD" charge=+1 lumo_energy_ev=-4.69 e_homo_ev=-16.1783
H -1.31500 0.84986 0.99248 0.31
H -1.25758 1.14152 -0.82015 0.31
N -1.18043 -1.50326 0.04335 -0.29
N 4.07421 -0.43523 0.04334 0.04
H 5.05949 -0.63004 0.32145 0.35
C -1.33212 0.48721 0.04647 -0.33
N -2.21578 -0.69308 -0.03951 0.03
H 0.79770 -0.41617 0.06732 0.50
H -3.16974 -1.01805 -0.21714 0.29
N -0.32538 -0.53395 0.04395 0.31
C 2.92235 -0.41094 -0.12558 -0.53


--- 3 ---
11
Properties=species:S:1:pos:R:3:mulliken_charge:R:1 method="wB97M-V/def2-TZVPD" charge=+1 lumo_energy_ev=-4.91 e_homo_ev=-14.3163
H -0.42758 -0.29560 1.95840 0.27
N 0.80201 1.23326 1.25101 -0.07
N -0.54681 -1.86310 -2.03237 -0.09
N 0.91644 0.95002 -0.06316 -0.22
H 1.41594 1.45246 1.98900 0.24
N -0.20492 0.39831 -0.12992 -0.13
H -1.18649 -2.54391 -1.54209 0.37
H 0.87748 -0.32897 -2.29597 0.43
C 0.16757 -0.96679 -1.92527 0.20
C -0.49162 0.64337 1.31194 -0.26
H -1.32202 1.32094 1.47842 0.26


Pick 2: it beats the second-best structure by 0.0253 hartree.


--- 1 ---
14
Properties=species:S:1:pos:R:3:mulliken_charge:R:1 method="wB97M-V/def2-TZVPD" lumo_energy_ev=0.72 e_homo_ev=-10.0464
H -2.06760 -0.41187 -0.69497 0.38
H -1.63401 1.17192 -0.41498 0.45
H -0.13505 1.85578 1.00160 0.30
S 0.09400 -2.07505 0.59792 -0.09
H 1.39201 0.74418 0.44449 0.32
H 1.81432 -3.00875 -0.87134 0.36
C -0.54872 -0.33538 0.70670 0.49
C 0.43437 0.81881 1.01966 -1.17
O 1.56518 -1.14474 -1.29877 -0.44
H -0.39438 0.05270 -1.34584 0.38
C -1.22793 0.23061 -0.63343 -1.30
C 1.27754 -2.09464 -0.64137 0.05
H 0.75383 0.60946 1.99569 0.44
Cl -1.82646 -0.26014 2.00945 -0.17


--- 2 ---
14
Properties=species:S:1:pos:R:3:mulliken_charge:R:1 method="wB97M-V/def2-TZVPD" lumo_energy_ev="-0.32 / -0.32" e_homo_ev="-8.4193 / -8.4188"
C 1.01899 2.09076 0.65339 -0.81
H 1.50179 2.74954 -0.10327 0.27
H -0.27794 -2.09878 -1.21176 0.22
H -1.33544 -2.33844 0.22818 0.28
H -0.61730 -0.85926 1.58413 0.42
C -1.43004 -0.23825 -0.51891 -0.68
H -2.38389 -0.01734 -0.17348 0.28
C -0.88420 -1.60963 -0.40851 -0.42
H -1.22280 0.32247 -1.41481 0.25
C -0.43247 -0.53197 0.54565 -0.05
Cl 2.72156 -0.81981 0.39502 -0.28
O 0.97810 0.61977 -1.32466 -0.59
H 1.32902 2.30426 1.63892 0.33
S 1.03462 0.42666 0.11009 0.79


Pick 1: it beats the second-best structure by 0.1300 hartree.